{"formula": "C52H66BrN10OSSbTi", "method": "the ωB97M-V functional and the def2-TZVPD basis", "symbols": ["Ti", "C", "C", "C", "C", "C", "N", "C", "C", "C", "C", "C", "C", "C", "N", "C", "C", "C", "N", "C", "C", "N", "C", "C", "C", "N", "H", "H", "H", "H", "H", "H", "H", "H", "H", "H", "H", "H", "H", "H", "H", "H", "H", "H", "Br", "C", "C", "C", "C", "C", "C", "N", "N", "C", "C", "C", "C", "O", "C", "N", "C", "C", "C", "C", "H", "H", "H", "H", "H", "H", "H", "H", "H", "C", "N", "C", "C", "S", "N", "C", "C", "H", "H", "H", "H", "H", "H", "H", "H", "H", "H", "H", "H", "C", "C", "C", "C", "Sb", "C", "C", "C", "C", "C", "C", "C", "C", "H", "H", "H", "H", "H", "H", "H", "H", "H", "H", "H", "H", "H", "H", "H", "H", "H", "H", "H", "H", "H", "H", "H", "H", "H", "H", "H"], "positions_angstrom": [[0.299, -0.991, -0.309], [-3.866, -5.989, -1.525], [-2.666, -5.151, -1.193], [-1.527, -5.161, -1.995], [-0.420, -4.395, -1.673], [-0.408, -3.619, -0.522], [0.711, -2.794, -0.164], [1.861, -3.393, 0.422], [2.240, -4.687, 0.065], [3.392, -5.271, 0.550], [4.243, -4.577, 1.404], [5.540, -5.165, 1.879], [3.854, -3.305, 1.792], [2.668, -2.725, 1.352], [2.319, -1.472, 1.951], [2.678, -1.058, 3.185], [2.172, 0.206, 3.380], [1.487, 0.502, 2.206], [1.579, -0.514, 1.348], [-1.563, -3.558, 0.254], [-2.676, -4.315, -0.081], [-1.645, -2.666, 1.358], [-2.335, -2.853, 2.501], [-2.293, -1.681, 3.215], [-1.541, -0.805, 2.428], [-1.152, -1.398, 1.303], [-3.784, -6.422, -2.520], [-3.972, -6.809, -0.812], [-4.783, -5.400, -1.482], [-1.512, -5.768, -2.891], [0.444, -4.381, -2.326], [1.616, -5.253, -0.611], [3.643, -6.279, 0.243], [5.574, -6.237, 1.698], [6.384, -4.711, 1.356], [5.685, -4.995, 2.946], [4.500, -2.741, 2.453], [3.246, -1.693, 3.840], [2.276, 0.823, 4.255], [0.914, 1.386, 1.960], [-3.577, -4.226, 0.513], [-2.789, -3.805, 2.718], [-2.738, -1.484, 4.174], [-1.298, 0.231, 2.619], [-4.891, 2.333, 4.292], [-5.327, 2.284, 2.452], [-5.709, 3.454, 1.815], [-6.059, 3.405, 0.475], [-5.976, 2.209, -0.228], [-5.636, 1.033, 0.431], [-5.311, 1.073, 1.779], [-6.361, 2.286, -1.615], [-5.716, 1.751, -2.526], [-4.485, 1.050, -2.269], [-4.407, -0.264, -2.644], [-3.240, -1.010, -2.388], [-2.191, -0.390, -1.775], [-1.046, -1.020, -1.445], [-2.216, 0.977, -1.425], [-1.108, 1.481, -0.806], [-1.120, 2.772, -0.559], [-2.180, 3.634, -0.908], [-3.303, 3.121, -1.479], [-3.360, 1.730, -1.731], [-5.762, 4.383, 2.364], [-6.400, 4.293, -0.040], [-5.641, 0.087, -0.091], [-5.057, 0.164, 2.307], [-5.266, -0.731, -3.108], [-3.168, -2.057, -2.655], [-0.262, 3.188, -0.055], [-2.085, 4.692, -0.710], [-4.130, 3.760, -1.757], [-0.617, 6.130, 4.338], [-1.329, 5.170, 3.498], [-1.621, 5.646, 2.159], [-1.376, 3.850, 3.788], [-1.394, 2.677, 2.562], [-1.429, 3.509, 5.092], [-1.227, 2.127, 5.500], [-2.117, 4.336, 6.083], [0.169, 6.597, 3.740], [-0.151, 5.628, 5.179], [-1.279, 6.914, 4.707], [-1.945, 6.684, 2.230], [-2.414, 5.048, 1.718], [-0.737, 5.597, 1.513], [-0.383, 1.696, 4.968], [-2.114, 1.521, 5.298], [-1.019, 2.116, 6.569], [-2.605, 5.177, 5.602], [-1.434, 4.703, 6.850], [-2.884, 3.730, 6.567], [3.848, -2.777, -2.550], [4.284, -1.326, -2.337], [5.186, -0.874, -3.510], [5.071, -1.234, -1.028], [2.459, -0.133, -2.171], [3.117, 1.920, -1.803], [1.894, 2.822, -1.765], [4.099, 2.398, -2.870], [3.767, 1.992, -0.418], [1.501, -0.266, -4.134], [0.721, -1.585, -4.161], [0.515, 0.892, -4.286], [2.492, -0.259, -5.294], [4.739, -3.412, -2.576], [3.330, -2.914, -3.500], [3.208, -3.139, -1.744], [5.237, -1.648, -4.276], [6.204, -0.706, -3.154], [4.868, 0.039, -4.005], [5.852, -2.001, -1.041], [4.453, -1.409, -0.145], [5.574, -0.275, -0.921], [1.366, 2.898, -2.712], [2.214, 3.830, -1.480], [1.195, 2.466, -1.014], [3.686, 2.328, -3.878], [5.040, 1.849, -2.841], [4.332, 3.451, -2.686], [3.021, 1.907, 0.375], [4.244, 2.972, -0.312], [4.532, 1.241, -0.242], [-0.077, -1.609, -3.422], [1.361, -2.455, -4.007], [0.259, -1.694, -5.148], [-0.165, 0.984, -3.434], [-0.094, 0.716, -5.179], [1.025, 1.844, -4.429], [3.180, -1.102, -5.257], [3.073, 0.662, -5.347], [1.928, -0.340, -6.228]], "atomic_forces_ev_per_a": [[-0.1, 0.2, 0.0], [0.0, 0.0, 0.0], [0.0, 0.0, 0.0], [0.0, 0.0, 0.0], [0.0, 0.0, 0.0], [0.1, 0.0, 0.0], [0.2, 0.2, 0.1], [-0.1, -0.1, 0.1], [0.0, 0.0, 0.0], [0.0, 0.0, 0.0], [0.0, 0.0, 0.0], [0.0, 0.0, 0.0], [0.0, 0.0, 0.0], [0.0, 0.0, 0.0], [-0.1, 0.0, 0.0], [0.0, 0.0, 0.0], [0.0, 0.0, 0.0], [0.1, 0.0, 0.0], [-0.1, 0.0, -0.3], [-0.1, 0.0, -0.1], [0.0, 0.0, 0.0], [0.0, 0.0, 0.0], [0.0, 0.0, 0.0], [0.0, 0.0, 0.0], [0.0, 0.0, -0.1], [0.0, 0.0, 0.0], [0.0, 0.0, 0.0], [0.0, 0.0, 0.0], [0.0, 0.0, 0.0], [0.0, 0.0, 0.0], [0.0, 0.0, 0.0], [0.0, 0.0, 0.0], [0.0, 0.0, 0.0], [0.0, 0.0, 0.0], [0.0, 0.0, 0.0], [0.0, 0.0, 0.0], [0.0, 0.0, 0.0], [0.0, 0.0, 0.0], [0.0, 0.0, 0.0], [0.0, 0.0, 0.0], [0.0, 0.0, 0.0], [0.0, 0.0, 0.0], [0.0, 0.0, 0.0], [0.0, 0.0, 0.0], [0.0, 0.0, 0.0], [0.0, 0.0, 0.0], [0.0, 0.0, 0.0], [0.0, 0.0, 0.0], [0.0, 0.0, -0.1], [0.0, 0.0, 0.1], [0.0, 0.0, 0.0], [0.1, -0.1, -0.1], [0.0, 0.0, 0.2], [-0.2, 0.1, 0.0], [0.1, 0.0, 0.0], [0.0, 0.0, 0.0], [0.1, 0.1, 0.2], [0.1, -0.5, -0.3], [-0.1, 0.0, 0.0], [0.0, 0.0, 0.1], [-0.1, -0.1, 0.1], [0.1, 0.0, 0.0], [0.0, 0.0, 0.0], [0.1, 0.0, 0.1], [0.0, 0.0, 0.0], [0.0, 0.0, 0.0], [0.0, 0.0, 0.0], [0.0, 0.0, 0.0], [0.0, 0.0, 0.0], [0.0, 0.0, 0.0], [0.0, 0.0, 0.1], [0.0, 0.0, 0.0], [0.0, 0.0, 0.0], [0.0, 0.0, 0.0], [-0.1, 0.0, 0.0], [0.1, 0.0, 0.0], [-0.1, 0.0, 0.0], [0.1, 0.2, 0.0], [0.0, -0.1, 0.1], [0.0, 0.1, 0.0], [0.0, 0.0, 0.0], [0.0, 0.0, 0.0], [0.0, 0.0, 0.0], [0.0, 0.0, 0.0], [0.0, 0.0, 0.0], [0.0, 0.0, 0.0], [0.0, 0.0, 0.0], [0.0, 0.0, 0.0], [0.0, 0.0, 0.0], [0.0, 0.0, 0.0], [0.0, 0.0, 0.0], [0.0, 0.0, 0.0], [0.0, 0.0, 0.0], [0.0, 0.0, 0.0], [0.1, -0.1, -0.1], [0.0, 0.0, 0.0], [0.0, 0.0, 0.0], [-0.3, 0.0, 0.2], [0.1, 0.1, 0.0], [0.0, 0.1, 0.0], [0.0, 0.0, 0.0], [0.0, 0.0, 0.0], [-0.1, -0.1, -0.1], [0.0, 0.0, 0.0], [0.0, 0.0, 0.0], [0.0, 0.1, 0.0], [0.0, 0.0, 0.0], [0.0, 0.0, 0.0], [0.0, 0.0, 0.0], [0.0, 0.0, 0.0], [0.0, 0.0, 0.0], [0.0, 0.0, 0.0], [0.0, 0.0, 0.0], [0.0, 0.0, 0.0], [0.0, 0.0, 0.0], [0.0, 0.0, 0.0], [0.0, 0.0, 0.0], [0.1, 0.0, 0.0], [0.0, 0.0, 0.0], [0.0, 0.0, 0.0], [0.0, 0.0, 0.0], [0.0, -0.1, 0.0], [0.0, 0.0, 0.0], [0.0, 0.0, 0.0], [0.0, 0.0, 0.0], [0.0, 0.0, 0.0], [0.0, 0.0, 0.0], [0.0, 0.0, 0.0], [0.0, 0.0, 0.0], [0.0, 0.0, 0.0], [0.0, 0.0, 0.0], [0.0, 0.0, 0.0], [0.0, 0.0, 0.0]], "gap_ev": 6.4948, "charge": 2, "e_homo_ha": -0.45071, "multiplicity": 1}